Model a:
Formula: C3H8NO
Source: OMol25
Level of theory: ωB97M-V/def2-TZVPD

Computed properties:
LUMO energy	-0.21425	Ha
frontier orbital gap	8.4922	eV
net charge	+1
HOMO level	-14.3221	eV

Element x y z (Å)
1 C 2.6859 -0.7061 0.9082
2 N 1.5105 -0.6823 0.4215
3 H 3.3935 0.0342 0.5403
4 H 3.0336 -1.4078 1.6639
5 H 1.1302 0.1492 -0.0628
6 H 0.9250 -1.4691 0.1421
7 O -0.2291 0.3385 -1.3699
8 C -1.4354 0.2988 -1.2427
9 C -2.1245 0.7536 0.0000
10 H -2.0862 -0.0292 -2.0703
11 H -1.6556 0.2951 0.8703
12 H -1.9467 1.8186 0.1610
13 H -3.2011 0.6067 0.0385

Atomic partial charges in e from the Löwdin method, atoms 1 to 8: number 1, C, carries 0.174; number 2, N, carries 0.186; number 3, H, carries 0.131; number 4, H, carries 0.129; number 5, H, carries 0.113; number 6, H, carries 0.164; number 7, O, carries -0.006; number 8, C, carries -0.257

---

Model b:
Formula: C3H8NO
Source: OMol25
Level of theory: ωB97M-V/def2-TZVPD

Computed properties:
LUMO energy	-0.13436	Ha
frontier orbital gap	11.5389	eV
structure (SMILES)	CO[C@H]1C[NH2+]1
net charge	+1
HOMO level	-15.1951	eV

Element x y z (Å)
1 C 2.0722 -0.2903 0.2053
2 O 1.0779 0.6745 -0.2079
3 C -0.1484 0.3268 -0.7230
4 C -1.3969 -0.6674 0.1711
5 N -1.4457 0.8568 0.1150
6 H 2.6301 -0.6830 -0.6765
7 H 1.4480 -1.1084 0.6947
8 H 2.7640 0.1265 0.9288
9 H -0.3258 0.4395 -1.8003
10 H -1.9547 -1.0963 -0.6451
11 H -1.1606 -1.0510 1.1524
12 H -2.3552 1.3466 -0.3186
13 H -1.2049 1.1256 1.1041

Atomic partial charges in e from the Löwdin method, atoms 1 to 8: number 1, C, carries -0.018; number 2, O, carries -0.131; number 3, C, carries -0.085; number 4, C, carries 0.078; number 5, N, carries 0.057; number 6, H, carries 0.111; number 7, H, carries 0.107; number 8, H, carries 0.096

---

Quick ranking, most stable first: model a, model b.

---

Model a:
Formula: C9H15N3
Source: OMol25
Level of theory: ωB97M-V/def2-TZVPD

Computed properties:
LUMO energy	0.00611	Ha
frontier orbital gap	8.5350	eV
HOMO level	-8.3689	eV

Element x y z (Å)
1 C 1.7596 -2.5172 -0.3366
2 C 0.8012 -1.3125 -0.3102
3 C -0.5384 -1.4670 -0.1213
4 C -1.5614 -0.3078 -0.3318
5 C -3.0997 -0.2474 -0.3575
6 C -0.9839 0.9587 -0.4977
7 C 0.4107 1.2574 -0.4134
8 C 0.9804 2.5243 -0.4681
9 C 1.2176 0.0635 -0.3947
10 H 2.1717 -2.5960 1.8258
11 H 4.0574 -2.5007 0.4427
12 H 0.9790 -3.4744 -0.4904
13 H 2.4191 -2.2810 -1.3334
14 H -0.9806 -2.3948 -0.2193
15 H -3.3589 0.6901 -0.7219
16 H -3.5175 -1.0029 -1.1152
17 H -3.9816 -1.6814 1.2498
18 H -2.8751 0.1943 1.8328
19 H -1.5093 1.8990 -0.5338
20 H 1.8754 2.6815 -0.9128
21 H 0.4071 3.3016 -1.0349
22 H 2.5273 2.9160 1.2778
23 H 0.9729 3.5924 1.5184
24 H 2.3354 0.2927 -0.7061
25 N 2.6991 -2.1296 0.8487
26 N -3.7413 -0.3044 1.0112
27 N 1.6939 3.3842 0.7555

Atomic partial charges in e from the Löwdin method, atoms 1 to 8: number 1, C, carries -0.291; number 2, C, carries -0.309; number 3, C, carries 0.012; number 4, C, carries -0.151; number 5, C, carries -0.336; number 6, C, carries -0.031; number 7, C, carries -0.252; number 8, C, carries -0.205

---

Model b:
Formula: C9H15N3
Source: OMol25
Level of theory: ωB97M-V/def2-TZVPD

Computed properties:
LUMO energy	0.00637	Ha
frontier orbital gap	8.8590	eV
HOMO level	-8.6858	eV

Element x y z (Å)
1 C 1.1352 0.5052 -2.7374
2 C 0.6049 0.2428 -1.2396
3 C 1.3883 -0.3306 -0.2298
4 C 0.7629 -0.7897 0.9268
5 C 1.6709 -1.7861 1.6558
6 C -0.6555 -0.8556 0.9335
7 C -1.4410 -0.0857 -0.0428
8 C -2.8434 0.1391 0.5939
9 C -0.7964 0.2472 -1.1499
10 H 1.3309 2.5761 -2.3696
11 H 0.9080 2.0001 -4.0273
12 H 2.1813 0.2827 -2.7207
13 H 0.6816 -0.0909 -3.5172
14 H 2.4774 -0.4328 -0.3739
15 H 1.2247 -2.8101 1.7193
16 H 2.7407 -1.8698 0.9532
17 H 2.7708 -0.3050 3.1474
18 H 1.1937 -1.1381 3.6136
19 H -1.2390 -1.4141 1.7901
20 H -3.6680 -0.1997 -0.2220
21 H -2.9891 -0.4734 1.5731
22 H -3.2709 2.2415 -0.0221
23 H -1.2470 1.4875 1.4171
24 H -1.3586 0.6892 -1.8364
25 N 0.6625 1.9925 -3.0378
26 N 2.0928 -1.2588 3.0801
27 N -2.8543 1.5145 1.1880

Atomic partial charges in e from the Löwdin method, atoms 1 to 8: number 1, C, carries -0.166; number 2, C, carries -0.165; number 3, C, carries -0.043; number 4, C, carries -0.252; number 5, C, carries -0.216; number 6, C, carries -0.023; number 7, C, carries -0.282; number 8, C, carries -0.394

---

Quick ranking, most stable first: model b, model a.

---

Model a:
Formula: C2H4S3
Source: OMol25
Level of theory: ωB97M-V/def2-TZVPD

Computed properties:
LUMO energy (spin up / spin down)	-0.08242 / -0.08266	Ha
frontier orbital gap (spin up / spin down)	4.9405 / 4.9258	eV
HOMO level (spin up / spin down)	-7.1833 / -7.1752	eV

Element x y z (Å)
1 C 0.8818 -0.5996 -0.2848
2 C -1.7734 -0.4990 -0.0676
3 S 2.0608 -1.6108 -0.3743
4 S 2.0361 2.4750 0.0242
5 S -0.2520 0.5193 -0.0592
6 H -2.1068 -0.6128 1.0100
7 H -1.2433 -1.4124 -0.2695
8 H -2.4443 -0.0881 -0.8745
9 H 2.8411 1.8285 0.8957

Atomic partial charges in e from the Löwdin method, atoms 1 to 8: number 1, C, carries -1.085; number 2, C, carries -0.331; number 3, S, carries 0.841; number 4, S, carries 0.010; number 5, S, carries 0.792; number 6, H, carries 0.069; number 7, H, carries -0.003; number 8, H, carries 0.068

---

Model b:
Formula: C2H4S3
Source: OMol25
Level of theory: ωB97M-V/def2-TZVPD

Computed properties:
LUMO energy	-0.01256	Ha
frontier orbital gap	8.5517	eV
structure (SMILES)	CSC(=S)S
HOMO level	-8.8935	eV

Element x y z (Å)
1 C 1.7873 0.3357 -0.0639
2 S 0.1122 1.2072 -0.0117
3 C -0.9617 -0.1739 -0.1225
4 S -0.5465 -1.7633 -0.0313
5 S -2.7492 0.4264 -0.1872
6 H 1.8713 0.2422 -1.1400
7 H 1.3967 -0.6041 0.5034
8 H 2.2974 1.0504 0.5767
9 H -3.2074 -0.7206 0.4763

Atomic partial charges in e from the Löwdin method, atoms 1 to 8: number 1, C, carries -0.339; number 2, S, carries 0.736; number 3, C, carries -1.507; number 4, S, carries 0.592; number 5, S, carries 0.589; number 6, H, carries 0.030; number 7, H, carries -0.016; number 8, H, carries 0.019

---

Quick ranking, most stable first: model b, model a.